The following is a DFT calculation (ωB97M-V/def2-TZVPD) of C22H42BF4NO6P2Tl as an isolated structure.

```
79
Properties=species:S:1:pos:R:3:forces:R:3:mulliken_charge:R:1
H 1.727567 1.820001 2.347570 0.0 0.0 0.0 0.177
H -4.498145 -1.302939 -4.603853 0.0 0.0 0.0 0.350
C -0.459406 -1.814845 -4.617602 0.0 -0.1 0.1 0.978
H 3.824352 -3.542599 0.290213 0.0 0.0 0.0 0.417
H 5.533116 1.682074 2.696578 0.0 0.0 0.0 0.521
H 3.862666 1.111803 2.743039 0.0 0.0 0.0 0.085
C 1.590010 -0.835953 -3.928591 0.0 0.0 0.0 -0.322
H 2.095453 -0.006812 5.530263 0.0 0.0 0.0 0.393
H -1.039877 -0.851042 5.343608 0.0 0.0 0.0 0.329
H 2.715327 -1.588140 -0.794301 0.0 0.0 0.0 0.148
H -3.686859 -1.446745 -1.670296 0.0 0.1 0.0 0.169
H -2.426954 -2.166149 -5.416185 0.0 0.0 0.0 0.372
H -3.461391 0.829433 3.360158 0.0 0.0 0.0 0.282
H 0.416721 -1.878437 0.074326 0.0 0.0 0.0 0.050
Tl -1.012435 0.726245 -2.531340 0.1 -0.2 0.0 1.032
H -3.286703 0.365999 1.645466 0.0 0.0 0.0 0.187
H 1.223804 -3.439375 -0.152580 0.0 0.0 0.0 0.487
H 2.343445 -0.340212 3.799085 0.0 0.0 0.0 0.088
C -2.734770 2.938077 0.692339 0.0 0.0 0.0 -1.080
F -6.390203 0.442919 -1.749743 0.0 0.0 0.0 -0.412
H -4.567743 1.455134 2.117433 0.0 0.0 0.0 0.474
H -2.054121 3.784707 0.576366 0.0 0.0 0.0 0.326
H -0.374317 0.481084 6.309871 0.0 0.0 0.0 0.402
C -1.928679 -2.164152 -4.439054 0.0 0.0 0.0 -1.498
H -2.859119 3.152309 2.825414 0.0 0.0 0.0 0.216
O -1.229945 2.057967 2.402312 0.0 -0.1 0.0 -0.409
H 3.340600 -1.332879 -5.081325 0.0 0.0 0.0 0.390
C -3.772622 -0.614607 -4.139377 -0.1 0.0 0.0 -1.049
H 0.597899 1.442797 4.205599 0.0 0.0 0.0 0.240
H 3.701736 4.113720 0.461074 0.0 0.0 0.0 0.332
C 0.370355 0.374837 4.291598 0.0 0.0 0.0 0.802
H -1.592638 0.806881 5.062408 0.0 0.0 0.0 0.269
P -0.418564 0.849617 1.792507 -0.1 0.1 0.0 0.448
H 1.389444 -1.451342 4.780936 0.0 0.0 0.0 0.352
C 2.557012 -1.816645 0.261285 -0.1 0.0 0.0 0.816
H 1.051206 -2.751682 1.479521 0.0 0.0 0.0 0.267
C 4.437603 2.142615 0.918217 0.0 0.0 0.0 0.478
H -4.293395 -0.009524 -3.399725 0.0 0.0 0.0 0.138
C 4.734708 1.237330 2.100214 0.0 0.0 0.0 -0.927
F -5.621468 -0.051179 0.363296 0.0 0.0 0.0 -0.422
C -3.535106 1.177672 2.327294 0.0 0.0 0.0 -1.189
H 2.078839 -2.770028 -6.671900 0.0 0.0 0.0 0.341
C 2.270661 -1.473782 -4.960433 0.0 0.0 0.0 -0.841
F -5.750825 2.140861 -0.323057 0.0 0.0 0.1 -0.382
O -0.985504 0.097941 0.675046 0.0 0.0 0.0 -0.565
B -5.493097 0.818850 -0.733266 0.0 -0.1 -0.2 0.540
H -3.774103 -2.934549 -2.645049 0.0 0.0 0.0 0.301
H -2.501715 2.179456 -0.053497 0.0 0.0 0.0 -0.034
C 0.205738 -2.445057 -5.671894 0.0 0.0 0.0 -0.843
C 1.570051 -2.279914 -5.849204 0.0 0.0 0.0 -0.406
H -1.971661 -3.202185 -4.086218 0.0 0.0 0.0 0.352
H 3.172039 3.508971 2.038050 0.0 0.0 0.0 0.192
O 3.492797 1.577995 -0.008883 0.0 0.1 0.0 -0.501
H -2.263628 -2.490242 -1.815488 0.0 0.0 0.0 0.338
F -4.170309 0.734358 -1.247961 -0.1 0.1 0.2 -0.161
H 4.836907 4.051719 1.818494 0.0 0.0 0.0 0.476
C 1.227087 -2.514810 0.427563 0.0 0.0 0.0 -1.037
C 3.729355 -2.592865 0.818030 0.0 0.0 0.0 -1.628
C -2.642983 2.374508 2.090611 -0.1 0.0 0.0 0.517
C 1.631584 -0.398826 4.623386 0.0 0.0 0.0 -1.160
O 2.509006 -0.548616 0.997811 0.1 0.0 0.0 0.148
C 4.004660 3.537805 1.334890 0.0 0.0 0.0 -1.320
N -2.675351 -1.327280 -3.501997 0.0 0.0 0.0 0.825
H 3.577693 -2.799533 1.879505 0.0 0.0 0.0 0.275
H 2.156742 -0.192078 -3.262089 0.0 0.0 0.0 0.347
C 1.161377 1.677454 1.426255 0.0 0.0 0.0 -0.396
H 4.660539 -2.037790 0.697133 0.0 0.0 0.0 0.390
C -3.130505 -2.090634 -2.345988 0.0 0.0 0.0 -1.121
H -3.379802 0.041542 -4.919849 0.0 0.0 0.0 0.357
C -0.729109 0.194280 5.318093 0.0 0.0 0.0 -1.530
O 1.462295 0.560909 -1.067611 0.2 0.2 -0.2 -0.702
H 0.927365 2.655468 1.002583 0.0 0.0 0.0 0.571
H 5.344011 2.230353 0.316071 0.0 0.0 0.0 0.393
H 5.050980 0.249711 1.768768 0.0 0.0 0.0 0.118
P 2.133435 0.779167 0.212213 -0.1 -0.1 0.1 0.256
C 0.209607 -0.977956 -3.717411 0.0 0.1 -0.1 -0.278
O -0.107179 -0.111640 3.025453 0.0 0.0 0.0 -0.354
H -0.350673 -3.079957 -6.358233 0.0 0.0 0.0 0.347
H -3.754889 3.268425 0.496057 0.0 0.0 0.0 0.465
```
Forces are in eV/Å.

Summary:
2S+1: 1
relative energy (zero: lowest compared OMol25 entry of this formula, charge and spin): 0.0000 eV
orbital gap: 0.2206 Eh
HOMO level: -3.93 eV
total charge: -1


The following is a DFT calculation (ωB97M-V/def2-TZVPD) of C31H44MnN5OSeSi as an isolated structure.

```
84
Properties=species:S:1:pos:R:3:forces:R:3:mulliken_spin:R:1
H 1.192630 -3.738401 3.494971 0.0 0.0 0.0 0.000
H -4.599192 3.000865 3.026518 0.0 0.0 0.0 0.002
H 3.329271 0.678942 2.602696 0.0 0.0 0.0 0.000
H -3.462093 -0.074836 -0.940522 0.0 0.0 0.0 0.000
Si 2.422755 -0.482475 -0.079862 -0.3 0.1 0.2 0.001
C 1.954930 -3.461847 2.776688 0.0 0.0 0.0 0.002
H -2.520199 -4.751120 -1.603958 0.0 0.0 0.0 0.000
H 3.724517 3.046223 -0.228797 0.0 0.0 0.0 0.000
N -1.842535 -1.231361 -0.217190 0.0 0.1 0.1 -0.105
Mn -0.790853 0.285541 0.603815 0.1 0.0 0.1 1.208
C 3.438798 1.004280 0.445426 0.0 0.2 0.0 0.003
H -2.656720 5.062514 -2.234804 0.0 0.0 0.0 0.000
H 0.873317 -1.757703 2.086500 0.0 0.0 0.0 0.004
H -0.795924 2.682552 2.330324 0.1 0.1 0.1 0.023
H 0.887095 0.232914 -2.480135 0.0 0.0 0.0 -0.003
C -1.633987 1.929246 -1.470203 0.0 0.2 0.1 0.000
C -2.075198 4.362741 -0.293665 0.1 0.0 0.0 -0.008
H 1.929276 1.525908 1.947267 0.0 0.1 0.0 -0.003
C -1.376957 -1.640797 -1.595895 0.0 -0.1 -0.1 0.007
H 3.039210 -1.576065 -5.697881 0.0 0.0 0.0 0.000
C 1.854456 -0.626857 -4.181856 0.0 0.0 0.0 -0.001
H -4.208712 -2.990747 1.060414 0.0 0.0 0.0 0.000
C -1.356898 3.521842 1.938242 0.0 0.2 -0.1 -0.026
C 4.103705 -3.823488 1.776330 0.0 0.0 0.0 0.000
H 5.274458 0.350133 -0.550460 0.0 0.0 0.0 0.000
C -3.317352 -0.942150 -0.296768 -0.1 -0.1 -0.1 0.003
H -1.399224 1.007004 -1.979050 -0.1 -0.1 0.0 -0.007
H -2.223419 2.864031 -3.308832 0.0 0.0 0.0 0.000
H 5.518277 1.552825 0.715280 0.0 0.0 0.0 0.000
C 3.013301 1.417340 1.861625 0.1 0.0 0.0 0.008
H 1.129479 -0.233869 -4.884262 0.0 0.0 0.0 0.000
N -2.603089 3.633324 2.828131 -0.1 -0.1 -0.1 0.005
C 1.770666 -2.350915 1.962963 0.1 0.0 0.0 -0.007
H 3.469395 2.376976 2.126543 0.0 0.0 0.0 0.000
C 2.731377 -1.960181 1.026164 0.1 -0.2 0.0 0.005
H -3.208257 5.577128 2.305833 0.0 0.0 0.0 0.001
N -2.427017 -3.589219 0.133514 0.0 0.1 -0.1 0.001
C 3.722106 -1.601353 -2.380681 -0.1 0.0 0.0 -0.001
Se -1.424904 0.268872 2.632900 -0.1 -0.1 0.4 -0.118
C -3.844471 -3.227853 0.059973 0.0 0.0 0.0 0.000
C 3.169603 2.153527 -0.535119 0.0 0.0 0.0 0.002
H -4.132883 3.510107 1.378230 0.0 0.0 0.0 -0.001
C -1.953503 -3.906205 -1.213992 0.0 0.0 0.0 -0.001
C -1.680611 -2.466983 0.652960 -0.1 -0.2 -0.1 -0.011
H -4.113669 -3.250017 -2.545666 0.0 0.0 0.0 0.000
H 5.026773 -4.385237 1.710136 0.0 0.0 0.0 0.000
H 3.482174 1.896734 -1.549820 0.0 0.0 0.0 0.000
H -2.031738 -2.220627 1.649803 0.0 0.0 0.0 -0.002
C -2.077713 2.991624 -2.243618 0.0 0.0 0.0 -0.013
C -1.445528 2.024519 -0.085379 -0.1 -0.3 -0.5 -0.035
C 2.929667 -1.373526 -4.640172 0.0 0.0 0.0 0.000
H -0.897027 -4.174606 -1.172495 0.0 0.0 0.0 0.000
H -2.363945 3.120800 3.677810 0.0 0.0 0.0 0.000
C 1.715896 -0.375852 -2.823766 0.0 0.1 0.0 0.010
H -0.620170 -2.713879 0.691252 0.0 0.1 0.0 0.026
H -0.791393 4.439585 2.091990 -0.1 0.0 0.0 -0.002
H 4.714693 -2.429462 -4.090688 0.0 0.0 0.0 0.000
H -2.031931 5.499210 3.642723 0.0 0.0 0.0 -0.001
C 3.868013 -1.854898 -3.737740 0.0 0.0 0.0 0.000
C 3.119322 -4.206488 2.677277 0.0 0.0 0.0 0.000
H -3.574666 1.942878 2.015665 0.0 0.0 0.0 -0.010
C 2.635649 -0.865366 -1.892478 0.1 -0.1 -0.1 -0.001
H -3.686972 -1.549543 -2.814051 0.0 0.0 0.0 0.000
C -3.548499 -2.406116 -2.152067 0.0 0.0 0.0 0.001
C -1.650133 3.286326 0.488323 0.1 0.0 0.1 -0.009
H -3.660070 -0.704956 0.708963 0.0 0.0 0.0 0.001
H -0.319970 -1.891495 -1.532771 0.0 0.0 0.0 0.011
N -4.057627 -2.070300 -0.818113 0.1 0.0 0.0 0.000
H -2.183260 5.342984 0.159545 0.0 0.0 0.0 0.000
H -4.406820 -4.075003 -0.330924 0.0 0.0 0.0 0.000
C -3.821615 2.969911 2.266668 0.0 0.0 0.0 0.007
N -2.126793 -2.761285 -2.111559 -0.1 0.1 0.1 -0.002
C 3.911014 -2.715485 0.964380 -0.1 0.0 0.0 0.002
C -2.912805 5.040470 3.202920 0.0 0.0 0.0 -0.001
O 0.809002 -0.057168 0.088097 0.3 -0.1 -0.3 0.021
H -3.732070 5.045451 3.917480 0.0 0.0 0.0 0.000
H 3.265175 -5.076937 3.303895 0.0 0.0 0.0 0.000
C 4.935169 0.668292 0.440158 0.0 0.0 -0.1 0.000
H 2.106753 2.414640 -0.568961 0.0 0.0 0.0 -0.001
H 5.174539 -0.120588 1.155487 0.0 0.0 0.0 0.000
H 4.468255 -1.993024 -1.700097 0.0 0.0 0.0 0.000
H 4.702667 -2.440396 0.277867 0.0 0.0 0.0 0.000
H -1.506229 -0.801093 -2.272539 0.0 0.1 0.0 -0.001
C -2.318758 4.219484 -1.646890 0.0 0.0 0.0 0.014
```
Forces are in eV/Å.

Summary:
2S+1: 2
orbital gap (alpha / beta): 0.2658 / 0.2959 Eh
HOMO level (alpha / beta): -10.87 / -11.06 eV
total charge: +1


Look up the 2S+1 of the second one.
2


What is the formula in the second record?
C31H44MnN5OSeSi


Among the records above, which one has the lowest 2S+1?
C22H42BF4NO6P2Tl


Which of these has the lowest total charge?
C22H42BF4NO6P2Tl